# 1
Molecular formula: C20H27BrClNO6
Method: DFT, ωB97M-V/def2-TZVPD

As for the structure (SMILES): CC(C)Cc1cc(Cl)c2c(c1)C(=O)N(Br)C2=O.CCOC(C)=O.CCOC(C)=O. The calculation puts the HOMO-LUMO gap at 7.4 eV.

Each line ends with the natural charge from an NBO analysis.
Positions of all 56 atoms, in Å:
C (2.704, -0.903, 0.586)  -0.641
C (2.640, 0.262, -0.589)  -0.207
C (4.021, 0.415, -1.461)  -0.636
C (2.100, 1.707, 0.052)  -0.458
C (0.459, 1.714, -0.258)  0.056
C (-0.182, 2.514, -1.555)  -0.246
C (-1.813, 2.469, -1.847)  0.026
Cl (-2.597, 3.338, -3.328)  0.020
C (-2.721, 1.597, -0.793)  -0.146
C (-2.068, 0.771, 0.507)  -0.091
C (-0.460, 0.819, 0.816)  -0.207
C (-3.312, -0.011, 1.265)  0.674
O (-3.271, -0.724, 2.405)  -0.539
N (-4.447, 0.259, 0.302)  -0.610
Br (-6.072, -0.626, 0.566)  0.288
C (-4.373, 1.335, -0.757)  0.680
O (-5.351, 1.942, -1.434)  -0.513
H (1.578, -1.257, 0.743)  0.209
H (3.054, -0.488, 1.637)  0.209
H (3.348, -1.798, 0.189)  0.235
H (1.802, -0.110, -1.354)  0.211
H (4.027, -0.453, -2.266)  0.268
H (3.925, 1.425, -2.089)  0.195
H (4.994, 0.465, -0.811)  0.215
H (2.643, 2.639, -0.415)  0.238
H (2.212, 1.697, 1.239)  0.229
H (0.594, 3.083, -2.258)  0.263
H (-0.005, 0.246, 1.736)  0.267
C (7.737, -0.090, -6.191)  -0.638
C (7.852, 0.431, -4.772)  -0.068
O (6.724, 0.020, -3.979)  -0.508
C (6.607, -1.181, -3.369)  0.810
C (7.586, -2.269, -3.711)  -0.744
O (5.677, -1.400, -2.601)  -0.591
H (7.727, -1.184, -6.221)  0.209
H (8.572, 0.264, -6.801)  0.222
H (6.799, 0.244, -6.646)  0.223
H (8.793, 0.146, -4.291)  0.179
H (7.834, 1.526, -4.792)  0.202
H (7.139, -2.924, -4.465)  0.250
H (7.794, -2.844, -2.806)  0.250
H (8.546, -1.904, -4.070)  0.216
C (-6.730, -1.969, 4.538)  -0.643
C (-7.424, -0.713, 4.050)  -0.067
O (-8.801, -0.690, 4.466)  -0.509
C (-9.233, -0.276, 5.679)  0.796
C (-8.224, -0.042, 6.769)  -0.744
O (-10.432, -0.159, 5.906)  -0.578
H (-6.718, -2.025, 5.631)  0.206
H (-5.698, -2.004, 4.180)  0.232
H (-7.259, -2.860, 4.185)  0.218
H (-6.908, 0.203, 4.354)  0.178
H (-7.432, -0.713, 2.954)  0.198
H (-8.174, -0.932, 7.403)  0.246
H (-8.552, 0.813, 7.365)  0.247
H (-7.228, 0.202, 6.406)  0.216



# 2
Molecular formula: C20H27BrFNO2S7SbTc
Method: DFT, ωB97M-V/def2-TZVPD

Its charge is +2. As for the energy above the lowest of the compared OMol25 structures with the same formula, charge and spin: 1.565 eV. The calculation puts the HOMO-LUMO gap at 6.3 eV.

Each line ends with the natural charge from an NBO analysis.
Positions of all 61 atoms, in Å:
Tc (0.941, -0.346, -0.532)  0.321
C (1.978, 0.820, -6.017)  -0.640
C (2.461, 0.771, -4.586)  -0.018
C (3.729, 1.182, -4.209)  -0.117
C (4.129, 1.124, -2.882)  -0.236
C (3.210, 0.675, -1.982)  0.142
Br (3.566, 0.563, -0.115)  0.230
N (1.993, 0.281, -2.297)  -0.455
C (1.624, 0.308, -3.582)  0.085
H (2.784, 1.078, -6.703)  0.244
H (1.191, 1.569, -6.130)  0.245
H (1.566, -0.142, -6.329)  0.232
H (4.422, 1.552, -4.957)  0.250
H (5.118, 1.428, -2.559)  0.264
H (0.634, -0.059, -3.796)  0.218
S (-1.424, -1.498, -2.623)  -0.277
Sb (-0.264, -3.425, -2.849)  1.061
S (-0.921, -1.398, -0.791)  0.302
S (1.503, -2.557, -1.245)  0.005
S (2.116, -2.753, -3.208)  -0.216
C (-4.957, -3.195, -0.443)  -0.261
O (-3.780, -2.332, -0.524)  -0.512
C (-3.861, -1.151, 0.043)  -0.005
S (-5.046, -0.464, 0.889)  0.039
S (-2.455, -0.136, -0.202)  0.203
H (-4.679, -4.107, -0.949)  0.210
H (-5.785, -2.716, -0.955)  0.217
H (-5.211, -3.375, 0.595)  0.215
F (-1.996, 4.918, -1.183)  -0.305
C (-1.355, 3.750, -1.159)  0.476
C (-0.417, 3.525, -0.171)  -0.275
C (0.267, 2.310, -0.167)  -0.285
C (-0.055, 1.345, -1.112)  -0.127
C (-0.988, 1.591, -2.104)  -0.257
C (-1.642, 2.811, -2.138)  -0.275
H (-0.207, 4.294, 0.561)  0.251
H (1.039, 2.153, 0.587)  0.233
H (-1.232, 0.831, -2.842)  0.218
H (-2.382, 3.039, -2.897)  0.249
C (-2.855, 0.721, 4.539)  -0.605
C (-2.092, -0.469, 3.956)  -0.415
C (-0.889, 0.026, 3.145)  -0.585
S (0.021, -1.330, 2.417)  1.231
O (0.984, -0.569, 1.418)  -0.906
C (1.079, -1.803, 3.787)  -0.577
C (2.204, -0.811, 4.103)  -0.416
C (3.493, -1.138, 3.352)  -0.608
H (-3.729, 0.376, 5.093)  0.240
H (-3.201, 1.390, 3.744)  0.217
H (-2.227, 1.299, 5.225)  0.217
H (-2.753, -1.037, 3.297)  0.220
H (-1.773, -1.127, 4.768)  0.212
H (-0.195, 0.630, 3.729)  0.245
H (-1.233, 0.601, 2.283)  0.260
H (1.454, -2.800, 3.545)  0.256
H (0.362, -1.907, 4.607)  0.261
H (2.382, -0.849, 5.176)  0.244
H (1.881, 0.209, 3.881)  0.211
H (3.854, -2.137, 3.611)  0.223
H (4.281, -0.429, 3.611)  0.236
H (3.341, -1.109, 2.274)  0.193



# 3
Molecular formula: C20H27BrN4O2RuS2Se2Te2
Method: DFT, ωB97M-V/def2-TZVPD

Its charge is -1. As for the energy above the lowest of the compared OMol25 structures with the same formula, charge and spin: 1.213 eV. The multiplicity is 2. The calculation puts the HOMO-LUMO gap (spin up / spin down) at 5.8 / 5.8 eV.

Each line ends with the Mulliken spin population.
Positions of all 61 atoms, in Å:
Ru (0.143, -0.036, 0.631)  0.870
Se (-1.533, 1.251, 1.825)  0.078
Te (-0.555, 1.902, 4.010)  0.014
Te (1.001, -0.416, 4.367)  -0.003
Se (0.026, -1.653, 2.467)  0.007
Br (2.238, 0.971, -3.812)  0.000
C (0.972, -0.458, -3.757)  -0.001
C (1.002, -1.420, -4.751)  0.000
C (0.038, -2.417, -4.677)  0.000
C (-0.880, -2.404, -3.643)  0.000
C (-0.784, -1.406, -2.679)  -0.002
N (0.135, -0.443, -2.752)  0.003
C (-1.776, -1.387, -1.520)  -0.011
O (-2.939, -1.647, -1.815)  -0.002
O (-1.325, -1.169, -0.351)  0.015
H (1.737, -1.383, -5.541)  0.000
H (0.007, -3.194, -5.431)  0.000
H (-1.667, -3.138, -3.557)  0.000
S (1.899, 1.449, 1.189)  0.017
C (1.268, 2.318, -0.191)  -0.004
C (1.678, 3.536, -0.725)  0.000
C (0.979, 4.042, -1.805)  0.002
C (-0.104, 3.341, -2.326)  0.002
C (-0.444, 2.133, -1.746)  -0.002
N (0.234, 1.643, -0.716)  0.012
H (2.516, 4.059, -0.287)  0.000
H (1.273, 4.989, -2.242)  0.000
H (-0.671, 3.720, -3.164)  0.001
H (-1.273, 1.535, -2.102)  0.000
C (4.019, -6.966, 0.590)  0.000
C (3.906, -5.802, -0.389)  0.000
C (2.502, -5.212, -0.488)  0.001
C (2.010, -4.549, 0.794)  0.003
N (2.887, -3.472, 1.244)  0.008
C (2.795, -2.209, 0.798)  -0.006
S (1.799, -1.799, -0.524)  0.008
N (3.539, -1.268, 1.371)  -0.002
C (4.449, -1.373, 2.493)  0.000
C (5.916, -1.238, 2.091)  0.000
C (6.470, -2.384, 1.240)  0.000
C (6.106, -2.330, -0.242)  0.000
H (5.022, -7.394, 0.585)  0.000
H (3.314, -7.761, 0.334)  0.000
H (3.803, -6.656, 1.615)  0.000
H (4.218, -6.135, -1.383)  0.000
H (4.605, -5.010, -0.102)  0.000
H (1.786, -5.998, -0.752)  0.000
H (2.467, -4.470, -1.288)  0.001
H (1.972, -5.272, 1.610)  0.000
H (1.005, -4.150, 0.660)  -0.003
H (3.328, -3.603, 2.138)  -0.002
H (3.363, -0.335, 1.006)  -0.002
H (4.306, -2.322, 3.014)  -0.001
H (4.176, -0.596, 3.210)  0.001
H (6.494, -1.164, 3.017)  0.000
H (6.052, -0.289, 1.563)  0.000
H (6.144, -3.339, 1.669)  0.000
H (7.561, -2.374, 1.327)  0.000
H (5.043, -2.479, -0.423)  -0.001
H (6.648, -3.098, -0.798)  0.000
H (6.374, -1.361, -0.668)  0.000



Number 1: electronic energy -117504.77247 eV. Number 2: electronic energy -184090.70127 eV. Number 3: electronic energy -270813.84395 eV.